Molecular formula: C5H7NO
Method: DFT, the ωB97M-V functional and the def2-TZVPD basis

```
14
Properties=species:S:1:pos:R:3:forces:R:3:lowdin_charge:R:1
C 0.555 0.974 0.164 0.2 -0.5 0.0 0.0091
H -1.861 1.405 -0.815 0.1 -0.2 0.0 0.0549
C 0.211 -1.414 -0.405 0.0 0.0 0.0 -0.0528
C -0.385 -0.024 -0.417 -0.2 0.1 -0.1 -0.3398
H 0.294 -1.877 -1.393 0.0 0.1 0.1 0.1349
H 2.468 0.614 0.879 -0.1 0.0 -0.1 0.1427
N 1.627 0.231 0.461 0.0 0.2 0.0 0.0638
H -1.079 2.643 1.281 -0.1 0.1 0.1 -0.0193
C 1.590 -1.167 0.174 0.2 -0.3 0.0 -0.4217
H -0.328 -2.112 0.244 0.1 0.1 -0.1 0.1362
H -1.685 2.953 1.591 0.0 0.0 0.0 0.0253
H -2.290 -0.338 -1.314 0.1 0.1 0.1 0.0733
C -1.577 0.358 -0.876 0.1 0.0 0.0 0.0816
O 2.499 -1.924 0.385 -0.4 0.4 -0.1 0.1117
```
Forces are in eV/Å.

## Properties
E_HOMO (eV): -8.93
Electronic energy (eV): -8833.1717